one) DFT (ωB97M-V/def2-TZVPD) results for 2 unconnected molecules or ions with the total composition C3H8OS.

The geometry in ORCA input format:
```
! wB97M-V def2-TZVPD RIJCOSX def2/J DEFGRID3
* xyz 0 1
O -3.460 0.303 -0.145
C -2.904 -0.803 -0.147
H -3.204 -1.686 0.601
H -2.004 -1.017 -0.827
C 2.915 -0.298 -0.160
S 1.049 -0.368 0.042
C 0.757 1.370 0.322
H 3.216 -1.157 -0.791
H 3.226 0.614 -0.479
H 3.175 -0.202 0.908
H 1.117 1.919 1.175
H -0.303 1.418 0.432
H 1.067 1.969 -0.624
*
```

Summary:
- Structure (SMILES): C=O.CSC
- E_HOMO: -8.6 eV
- LUMO level: 0.7 eV
- Kohn-Sham gap: 9.2885 eV

two) DFT (ωB97M-V/def2-TZVPD) results for 2 unconnected molecules or ions with the total composition C3H8OS.

The geometry in ORCA input format:
```
! wB97M-V def2-TZVPD RIJCOSX def2/J DEFGRID3
* xyz 0 1
C 3.574 0.392 0.437
C -1.594 1.078 -0.392
C -0.762 -1.522 -0.107
O 3.067 -0.249 -0.432
S -0.728 0.037 0.817
H 4.523 0.937 0.300
H 3.130 0.489 1.443
H -1.014 1.128 -1.314
H -2.581 0.661 -0.585
H -1.689 2.068 0.046
H -0.303 -2.277 0.522
H -1.796 -1.790 -0.318
H -0.195 -1.408 -1.027
*
```

Summary:
- Structure (SMILES): C=O.CSC
- E_HOMO: -8.4 eV
- LUMO level: 0.9 eV
- Kohn-Sham gap: 9.2961 eV

Which of them is the most stable? Correct choice: two).

one) DFT (ωB97M-V/def2-TZVPD) results for 2 unconnected molecules or ions with the total composition C3H8OS.

The geometry in ORCA input format:
```
! wB97M-V def2-TZVPD RIJCOSX def2/J DEFGRID3
* xyz 0 1
C -0.789 0.831 -0.896
C 0.454 -0.919 0.739
C 0.476 0.124 -0.225
O -0.969 0.465 2.340
S 1.089 -0.918 -1.654
H -1.408 1.055 -0.002
H -0.456 1.649 -1.584
H -1.496 0.228 -1.534
H 1.105 -0.827 1.529
H -0.142 -1.866 0.643
H 1.279 0.717 -0.016
H -1.362 -0.325 2.584
H 2.218 -0.213 -1.925
*
```

Summary:
- E_HOMO (alpha / beta): -8.8 / -8.8 eV
- LUMO level (alpha / beta): -1.4 / -1.4 eV
- Kohn-Sham gap (alpha / beta): 7.4407 / 7.4541 eV

two) DFT (ωB97M-V/def2-TZVPD) results for 2 unconnected molecules or ions with the total composition C3H8OS.

The geometry in ORCA input format:
```
! wB97M-V def2-TZVPD RIJCOSX def2/J DEFGRID3
* xyz 0 1
O 2.614 -1.590 -0.753
C 3.434 -2.249 -1.329
H 3.256 -3.331 -1.466
H 4.353 -1.826 -1.769
C -0.725 1.494 0.793
C -2.225 1.151 0.596
S -2.545 -0.587 0.807
H -0.147 0.961 0.045
H -0.387 1.192 1.780
H -0.557 2.570 0.727
H -2.830 1.780 1.241
H -2.417 1.490 -0.425
H -1.824 -1.054 -0.245
*
```

Summary:
- Structure (SMILES): C=O.CCS
- E_HOMO: -8.8 eV
- LUMO level: 0.8 eV
- Kohn-Sham gap: 9.6545 eV

three) DFT (ωB97M-V/def2-TZVPD) results for 3 unconnected molecules or ions with the total composition C3H8OS.

The geometry in ORCA input format:
```
! wB97M-V def2-TZVPD RIJCOSX def2/J DEFGRID3
* xyz 0 1
C 1.557 -0.874 -0.392
C -2.158 -0.838 -1.679
C -1.525 -1.031 -0.552
O 1.592 2.782 3.033
S 2.074 0.439 0.457
H 1.215 -1.844 -0.003
H 1.428 -0.701 -1.491
H -3.149 -0.576 -1.784
H 2.204 3.430 2.682
H -1.744 -1.042 -2.622
H -0.495 -1.328 -0.593
H -1.857 -1.065 0.520
H 0.855 2.647 2.423
*
```

Summary:
- Structure (SMILES): C=C.C=S.O
- E_HOMO: -8.9 eV
- LUMO level: -0.6 eV
- Kohn-Sham gap: 8.3450 eV

Which of them is the most stable? Correct choice: two).

one) DFT (ωB97M-V/def2-TZVPD) results for 2 unconnected molecules or ions with the total composition C3H8OS.

The geometry in ORCA input format:
```
! wB97M-V def2-TZVPD RIJCOSX def2/J DEFGRID3
* xyz 0 1
C -1.816 0.521 -0.040
C 1.071 1.070 0.488
C 0.206 -1.555 -0.610
O -0.557 -0.684 1.826
S -0.381 -0.145 0.454
H -1.728 1.505 0.242
H -1.336 0.450 -1.985
H 1.348 1.127 1.554
H 1.946 0.824 -0.122
H 0.465 2.012 0.334
H -0.721 -2.080 -0.648
H 0.532 -1.117 -1.489
H 0.972 -1.930 -0.005
*
```

Summary:
- E_HOMO (alpha / beta): -8.8 / -8.8 eV
- LUMO level (alpha / beta): -0.3 / -0.3 eV
- Kohn-Sham gap (alpha / beta): 8.4525 / 8.4494 eV

two) DFT (ωB97M-V/def2-TZVPD) results for 2 unconnected molecules or ions with the total composition C3H8OS.

The geometry in ORCA input format:
```
! wB97M-V def2-TZVPD RIJCOSX def2/J DEFGRID3
* xyz 0 1
C -0.708 -0.736 1.556
C 0.144 1.338 -1.695
C 0.518 -0.340 0.772
O -0.512 1.062 -0.539
S 1.220 -1.405 -0.373
H -1.263 0.324 1.716
H -0.401 -0.999 2.674
H -1.333 -1.411 0.905
H 1.288 1.333 -1.359
H -0.151 2.332 -2.051
H -0.069 0.539 -2.407
H 1.045 0.416 1.230
H 0.222 -2.452 -0.429
*
```

Summary:
- E_HOMO (alpha / beta): -8.3 / -8.4 eV
- LUMO level (alpha / beta): 0.0 / 0.1 eV
- Kohn-Sham gap (alpha / beta): 8.3955 / 8.4037 eV

Which of them is the most stable? Correct choice: two).

one) DFT (ωB97M-V/def2-TZVPD) results for 2 unconnected molecules or ions with the total composition CH6N2O.

The geometry in ORCA input format:
```
! wB97M-V def2-TZVPD RIJCOSX def2/J DEFGRID3
* xyz 0 1
O 0.008 2.444 -3.391
H -0.322 3.333 -3.108
N 0.469 -1.533 2.391
C -0.487 -1.030 1.456
N -0.094 -0.728 0.237
H 1.308 -0.840 2.150
H 0.364 -1.550 3.454
H -1.481 -0.816 1.814
H -0.566 -0.162 -0.493
H 0.922 2.488 -3.818
*
```

Summary:
- Structure (SMILES): [H]/N=C/N.O
- E_HOMO: -9.1 eV
- LUMO level: 1.0 eV
- Kohn-Sham gap: 10.1203 eV

two) DFT (ωB97M-V/def2-TZVPD) results for CH6N2O in the gas phase.

The geometry in ORCA input format:
```
! wB97M-V def2-TZVPD RIJCOSX def2/J DEFGRID3
* xyz 0 1
C -0.320 -0.306 -0.306
N 0.781 0.352 0.278
N -1.187 0.374 0.789
O 1.739 -0.209 -0.999
H 2.392 -0.750 -0.525
H 0.766 1.328 -0.020
H -2.139 0.579 0.506
H -1.051 -0.028 1.710
H -0.341 -1.382 -0.148
H -0.639 0.043 -1.286
*
```

Summary:
- Structure (SMILES): NCNO
- E_HOMO: -9.4 eV
- LUMO level: 1.1 eV
- Kohn-Sham gap: 10.5448 eV

three) DFT (ωB97M-V/def2-TZVPD) results for 2 unconnected molecules or ions with the total composition CH6N2O.

The geometry in ORCA input format:
```
! wB97M-V def2-TZVPD RIJCOSX def2/J DEFGRID3
* xyz 0 1
C 1.423 0.481 0.107
N -2.081 0.026 0.165
N 0.194 -0.249 0.192
O -0.837 0.519 -0.250
H 2.245 -0.225 0.163
H 1.502 1.090 -0.798
H 1.460 1.148 0.975
H -1.953 -0.448 1.059
H -2.389 -0.670 -0.517
H 0.437 -1.672 -1.096
*
```

Summary:
- E_HOMO (alpha / beta): -8.8 / -9.2 eV
- LUMO level (alpha / beta): -0.1 / 0.2 eV
- Kohn-Sham gap (alpha / beta): 8.7688 / 9.4012 eV

four) DFT (ωB97M-V/def2-TZVPD) results for 2 unconnected molecules or ions with the total composition CH6N2O.

The geometry in ORCA input format:
```
! wB97M-V def2-TZVPD RIJCOSX def2/J DEFGRID3
* xyz 0 1
C 2.254 -0.574 0.963
N 1.585 -0.171 -0.089
N -1.031 1.126 0.367
O 1.972 0.202 -1.206
H 3.299 -0.336 1.156
H 1.559 -0.801 1.841
H 0.613 -0.348 -0.109
H -0.447 1.906 0.223
H -1.284 1.043 1.362
H -1.870 1.470 -0.133
*
```

Summary:
- Structure (SMILES): C=[NH+][O-].N
- E_HOMO: -8.8 eV
- LUMO level: 0.8 eV
- Kohn-Sham gap: 9.6120 eV

Which of them is the most stable? Correct choice: one).

one) DFT (ωB97M-V/def2-TZVPD) results for 2 unconnected molecules or ions with the total composition C3H6FNO2S.

The geometry in ORCA input format:
```
! wB97M-V def2-TZVPD RIJCOSX def2/J DEFGRID3
* xyz 0 1
C 0.067 -0.110 -0.254
C -0.861 -1.262 -0.181
C 0.706 2.101 0.455
N 0.265 0.946 0.215
O 4.701 -0.328 -0.172
O 2.459 -0.975 -1.120
F 2.759 0.051 1.234
S 3.397 0.177 -0.317
H 1.490 -0.806 -0.830
H -0.753 -1.779 -1.158
H -0.251 -1.974 0.552
H -1.843 -1.184 0.165
H 1.523 2.038 1.224
H 0.382 2.990 -0.031
*
```

Summary:
- E_HOMO: -8.4 eV
- LUMO level: 0.5 eV
- Kohn-Sham gap: 8.8764 eV

two) DFT (ωB97M-V/def2-TZVPD) results for C3H6FNO2S in the gas phase.

The geometry in ORCA input format:
```
! wB97M-V def2-TZVPD RIJCOSX def2/J DEFGRID3
* xyz 0 1
C 0.934 0.775 2.055
C 0.763 1.098 0.794
C 0.308 0.300 -0.323
N -2.610 0.936 0.325
O -2.036 -1.352 -0.768
O -1.663 -1.022 1.566
F -0.015 1.094 -1.375
S -1.626 -0.484 0.223
H 1.214 1.505 2.783
H 0.759 -0.290 2.380
H 0.972 2.204 0.467
H 0.858 -0.569 -0.629
H -3.142 1.241 -0.495
H -3.099 1.167 1.154
*
```

Summary:
- Structure (SMILES): C=C[C@H](F)S(N)(=O)=O
- E_HOMO: -9.9 eV
- LUMO level: 0.2 eV
- Kohn-Sham gap: 10.0448 eV

Which of them is the most stable? Correct choice: two).